The following is a quantum chemistry calculation of a cluster of 3 separate species, C3H12NO3 in total, from the Open Molecules 2025 dataset.

Last column: Löwdin charge in e.
Cartesian coordinates (Å):
1 O 1.1589 1.8435 1.0875  0.080
2 C 1.0773 0.8922 1.8180  -0.189
3 C 0.5454 -0.4162 1.1595  -0.071
4 N -0.5651 -0.1171 0.1577  -0.006
5 C -1.6200 0.8246 0.7090  0.031
6 H 1.2977 0.8586 2.8832  0.136
7 H 1.4407 -0.8959 0.7738  0.126
8 H 0.0015 -1.0582 1.8630  0.135
9 H -0.0777 0.2588 -0.6835  0.097
10 H -0.9871 -1.0203 -0.0602  0.155
11 H -2.1378 0.3622 1.5486  0.112
12 H -2.2577 1.0026 -0.1483  0.108
13 H -1.1500 1.7271 1.0506  0.082
14 H 0.5300 0.5438 -2.9682  0.074
15 H 0.1429 1.7446 -2.0906  0.067
16 O -0.1438 0.8750 -2.3670  -0.021
17 H 1.1970 -2.8368 -0.9925  0.047
18 H 0.8936 -2.4126 -2.3292  0.077
19 O 0.6542 -2.1758 -1.4115  -0.041

Atoms 1-2, force components in eV/Å:
O 0.4 0.2 0.7
C -1.1 -0.7 -1.8

Summary:
**Relative energy (zero: lowest compared OMol25 entry of this formula, charge and spin)**: 20.4 kcal/mol
**E_HOMO**: -14.54 eV
**Calculated total energy**: -10931.2612 eV
**Total charge**: +1
**LUMO energy**: -3.3 eV

=====

The following is a quantum chemistry calculation of a cluster of 3 separate species, C3H12NO4 in total, from the Open Molecules 2025 dataset.

Last column: Löwdin charge in e.
Cartesian coordinates (Å):
1 O 1.8640 -1.8341 0.6231  0.059
2 C 2.2211 -0.7901 0.0524  -0.094
3 C 1.1407 0.3507 -0.1381  -0.198
4 C 1.5299 1.7271 0.3062  -0.276
5 O 2.8460 2.0554 -0.1189  -0.096
6 N -0.2295 -0.1065 0.3908  0.220
7 H 3.2383 -0.5376 -0.1991  0.134
8 H 1.1068 0.5305 -1.3445  0.210
9 H 1.7932 1.7450 1.3762  0.146
10 H 0.8324 2.5157 0.0216  0.136
11 H 2.7060 2.4002 -1.1582  0.204
12 H -0.0747 -1.0731 0.7934  0.146
13 H -0.6523 0.4061 1.0712  0.111
14 H -1.1271 -0.1132 -0.1931  0.152
15 H -2.7779 -1.6762 1.8050  -0.033
16 H -2.5598 -2.7541 0.6708  0.133
17 O -2.1900 -1.9712 1.2247  -0.012
18 H -3.0783 -0.1450 -2.4530  0.067
19 H -3.6796 -0.6514 -1.2415  0.070
20 O -2.9091 -0.0782 -1.4891  -0.081

Atoms 1-2, force components in eV/Å:
O 1.0 2.6 -1.8
C -3.0 -1.5 2.8

Summary:
**Relative energy (zero: lowest compared OMol25 entry of this formula, charge and spin)**: 80.8 kcal/mol
**E_HOMO**: -14.49 eV
**Calculated total energy**: -12977.0698 eV
**Total charge**: +1
**LUMO energy**: -3.5 eV

=====

The following is a quantum chemistry calculation of a cluster of 2 separate species, C3H12NOS in total, from the Open Molecules 2025 dataset.

Last column: Löwdin charge in e.
Cartesian coordinates (Å):
1 C -0.8079 0.3911 -1.4620  -0.030
2 C -0.0644 -0.0714 -0.1881  -0.362
3 C -0.9732 -0.6591 0.9154  -0.577
4 S -0.3710 -1.5430 2.3443  0.771
5 N 0.8926 -1.2542 -0.6111  0.197
6 H -1.5065 1.0721 -0.9989  0.085
7 H -1.4373 -0.3776 -1.9550  0.104
8 H -0.0504 0.8610 -2.1473  0.112
9 H 0.7164 0.6595 0.1635  0.120
10 H -1.7939 0.1752 1.2441  0.151
11 H -1.5298 -1.3798 0.3834  0.045
12 H -0.7449 -2.7252 1.8351  -0.118
13 H 1.3767 -1.7250 0.1725  0.146
14 H 0.5190 -1.8172 -1.3194  0.132
15 H 1.6137 -0.7010 -1.1008  0.169
16 H 0.8357 3.4023 0.5144  0.073
17 H 1.8953 3.0483 1.4760  0.052
18 O 1.4298 2.6440 0.7339  -0.072

Atoms 1-2, force components in eV/Å:
C 0.9 -0.2 0.9
C 1.3 -1.2 0.7

Summary:
**Relative energy (zero: lowest compared OMol25 entry of this formula, charge and spin)**: 25.5 kcal/mol
**E_HOMO**: -13.34 eV
**Calculated total energy**: -17671.3467 eV
**Total charge**: +1
**LUMO energy**: -3.3 eV